[1]
Molecular formula: C7H36O13
Method: DFT, wB97M-V/def2-TZVPD

Values from the calculation:
- Net charge: -1
- Lowest unoccupied orbital energy (spin up / spin down): 2.528 / 2.504 eV
- Highest occupied orbital energy (spin up / spin down): -0.02132 / -0.15819 Ha
- Maximum force: 7.54 eV Å⁻¹
- 2S+1: 2
- HOMO-LUMO gap (spin up / spin down): 3.1 / 6.8 eV
- Energy: -1266.36459 Eh
- Energy relative to the best compared isomer or geometry (same formula, charge and spin): 54.4 kcal/mol

Last column: Löwdin spin population.
Cartesian coordinates (Å):
C -3.431 1.185 0.643  0.009
C -2.235 0.453 0.014  0.021
C -1.110 1.397 -0.336  0.159
C -0.962 1.921 -1.613  0.246
C 1.503 0.975 2.493  0.042
O 2.545 -0.037 2.525  0.009
C 0.515 0.685 1.410  0.207
C -0.096 1.657 0.671  0.102
H -3.920 1.798 -0.106  0.002
H -4.188 0.482 1.026  0.001
H -3.140 1.835 1.470  0.001
H -1.911 -0.342 0.686  0.004
H -2.614 -0.045 -0.880  0.004
H -1.699 1.727 -2.391  0.033
H -0.141 2.563 -1.892  0.032
H 1.058 1.032 3.489  0.014
H 2.051 1.888 2.305  0.005
H 2.186 -0.934 2.595  0.000
H 0.289 -0.376 1.293  0.013
H 0.170 2.707 0.821  0.014
H 3.532 0.923 -0.253  0.000
H 3.130 -0.006 0.926  0.001
O 3.371 -0.032 -0.032  0.007
H 0.593 0.153 -0.989  0.001
H 2.077 -0.386 -0.899  0.001
O 1.207 -0.473 -1.443  0.003
H 2.528 3.187 -0.515  0.005
H 2.807 2.282 -1.737  0.000
O 3.197 2.606 -0.888  0.009
H -2.731 -2.850 -4.631  0.000
H -1.415 -2.540 -3.947  0.000
O -1.990 -2.253 -4.680  0.001
H 1.835 -3.131 3.162  0.000
H 0.495 -2.637 2.534  0.000
O 1.468 -2.549 2.474  0.001
H -1.250 3.542 2.651  0.001
H -1.372 2.072 2.930  0.001
O -0.944 2.865 3.263  0.001
H 0.142 -4.033 -3.002  0.000
H 0.517 -2.618 -2.514  0.000
O -0.226 -3.194 -2.733  0.001
H 2.868 1.144 -3.680  0.000
H 1.769 0.678 -2.684  0.001
O 2.131 1.479 -3.138  0.006
H -0.974 -3.592 -0.998  0.000
H 0.104 -3.899 0.014  0.000
O -0.868 -3.925 -0.069  0.001
H 1.203 -2.896 0.536  0.000
H 1.077 -2.141 -0.829  0.000
O 0.874 -2.986 -0.377  0.001
H -1.882 5.123 0.424  0.002
H -1.999 3.616 -0.019  0.011
O -1.929 4.202 0.758  0.023
H -1.136 -3.274 1.487  0.000
H -1.932 -2.217 2.327  0.001
O -1.148 -2.814 2.347  0.001

Forces on atoms 1 to 6 (eV/Å):
C -0.17 -0.33 0.26
C -0.35 0.02 -0.26
C 0.95 -0.19 0.51
C -1.00 0.39 -0.26
C -0.02 -0.90 -0.12
O 0.56 0.33 0.14

***

[2]
Molecular formula: C7H38O12
Method: DFT, wB97M-V/def2-TZVPD

Values from the calculation:
- Lowest unoccupied orbital energy: -0.094 eV
- Highest occupied orbital energy: -0.34317 Ha
- Maximum force: 5.27 eV Å⁻¹
- 2S+1: 1
- HOMO-LUMO gap: 9.2 eV
- Energy: -1192.24028 Eh
- Energy relative to the best compared isomer or geometry (same formula, charge and spin): 92.5 kcal/mol

Last column: Mulliken charge in e.
Cartesian coordinates (Å):
C 0.404 1.431 -4.150  -1.122
C -0.639 0.662 -3.397  -0.653
C -0.422 0.637 -1.956  1.461
C -1.478 0.049 -1.126  0.636
C -2.657 -0.275 -1.698  -1.380
C -0.938 -0.523 0.139  -0.864
C 0.063 -1.658 -0.130  -1.013
H 1.144 0.811 -4.598  0.267
H 0.651 2.248 -3.488  0.302
H -0.068 1.905 -5.041  0.371
H -1.685 1.077 -3.838  0.293
H -0.459 -0.391 -3.827  0.285
H 0.580 0.186 -1.885  -0.365
H -0.340 1.757 -1.696  -0.667
H -2.891 0.046 -2.682  0.287
H -3.292 -0.858 -1.091  0.393
H -1.591 -0.971 0.838  0.422
H -0.522 0.244 0.794  0.642
H 0.357 -2.208 0.684  0.444
H -0.113 -2.318 -0.969  0.384
H 0.913 -1.054 -0.545  0.057
H -2.259 3.927 0.433  0.339
H -2.333 2.645 -0.483  0.333
O -2.347 2.866 0.500  -0.664
H 0.779 -0.183 2.195  0.179
H 1.102 -0.506 3.767  0.225
O 1.328 -0.064 3.013  -0.520
H -3.897 1.100 1.465  0.240
H -2.542 0.456 1.700  0.300
O -3.508 0.284 1.791  -0.531
H -2.759 0.118 3.610  0.327
H -1.357 -0.030 4.310  0.263
O -2.040 -0.551 3.761  -0.581
H 3.473 -0.130 0.643  0.307
H 3.931 1.375 0.965  0.300
O 3.200 0.802 0.569  -0.792
H 3.351 -2.949 2.560  0.256
H 2.268 -2.251 1.779  0.317
O 3.160 -2.197 2.019  -0.613
H 3.230 0.785 -1.070  0.480
H 3.460 -0.087 -2.243  0.246
O 3.182 0.830 -2.018  -0.601
H 1.801 -1.650 -3.120  0.298
H 1.574 -2.223 -4.626  0.286
O 1.238 -2.193 -3.742  -0.610
H 3.397 1.120 3.882  0.280
H 3.043 0.179 2.798  0.490
O 3.764 0.785 2.984  -0.642
H -0.177 -2.527 3.509  0.264
H -1.517 -2.497 2.811  0.263
O -0.593 -2.657 2.691  -0.558
H 1.978 3.119 -1.527  0.320
H 0.616 3.413 -0.788  0.319
O 1.341 3.823 -1.301  -0.658
H -4.329 -1.981 1.549  0.305
H -4.383 -1.442 2.858  0.294
O -4.193 -2.307 2.417  -0.641

Forces on atoms 1 to 6 (eV/Å):
C -1.47 1.76 -0.99
C -2.24 -1.74 -4.43
C 0.69 3.03 0.21
C -0.71 -1.72 -0.98
C 1.72 0.59 1.78
C -0.12 -1.06 0.82

***

[3]
Molecular formula: C7H3BBrClF7N2O2
Method: DFT, wB97M-V/def2-TZVPD

Values from the calculation:
- Net charge: +1
- SMILES string: OB(O)c1c(C(F)(F)C(F)(F)C(F)(F)F)cc(Br)n[n+]1Cl
- Lowest unoccupied orbital energy: -5.486 eV
- Highest occupied orbital energy: -0.53546 Ha
- Maximum force: 0.68 eV Å⁻¹
- 2S+1: 1
- HOMO-LUMO gap: 9.1 eV
- Energy: -4286.45687 Eh

Last column: Mulliken charge in e.
Cartesian coordinates (Å):
O -2.536 -2.068 -0.156  -0.428
B -1.459 -1.991 -0.945  0.609
O -1.362 -2.367 -2.250  -0.534
C -0.087 -1.534 -0.204  0.221
C 0.322 -0.212 0.061  0.227
C -0.659 0.884 -0.323  0.963
F -1.802 0.736 0.364  -0.294
F -0.953 0.671 -1.637  -0.321
C -0.218 2.367 -0.200  0.335
F -1.199 3.101 -0.723  -0.291
F 0.895 2.519 -0.941  -0.259
C 0.064 2.855 1.277  0.744
F 1.335 3.253 1.385  -0.222
F -0.749 3.847 1.618  -0.228
F -0.114 1.827 2.133  -0.240
C 1.580 0.022 0.541  -0.029
C 2.415 -1.091 0.805  -0.291
Br 4.119 -0.858 1.479  -0.044
N 2.018 -2.317 0.588  -0.972
N 0.804 -2.471 0.092  0.737
Cl 0.396 -4.096 -0.151  0.066
H -3.324 -2.396 -0.616  0.352
H -1.460 -1.694 -2.933  0.341
H 1.975 1.012 0.735  0.559

Forces on atoms 1 to 6 (eV/Å):
O 0.08 -0.09 -0.17
B -0.11 -0.19 0.00
O -0.12 0.28 0.08
C 0.08 0.06 0.00
C 0.30 0.24 -0.06
C -0.08 -0.04 0.07

***

[4]
Molecular formula: C7H3CrNO4S
Method: DFT, wB97M-V/def2-TZVPD

Values from the calculation:
- Net charge: +2
- Lowest unoccupied orbital energy (spin up / spin down): -8.525 / -11.295 eV
- Highest occupied orbital energy (spin up / spin down): -0.65827 / -0.65695 Ha
- Maximum force: 10.29 eV Å⁻¹
- 2S+1: 5
- HOMO-LUMO gap (spin up / spin down): 9.4 / 6.6 eV
- Energy: -2066.20154 Eh
- Energy relative to the best compared isomer or geometry (same formula, charge and spin): 0.0 kcal/mol

Last column: Löwdin spin population.
Cartesian coordinates (Å):
Cr -0.329 -0.299 -1.097  3.079
O -1.074 2.654 -1.194  0.107
C -0.834 1.516 -1.224  0.087
C 1.352 -1.129 -1.207  0.088
O 2.429 -1.571 -1.197  0.113
C -1.740 -1.489 -0.881  0.099
O -2.633 -2.243 -0.954  0.145
C -0.494 -0.449 -2.985  0.055
O -0.535 -0.489 -4.149  0.112
S -0.063 0.202 3.363  0.026
C 1.224 1.006 2.511  0.004
C 1.137 0.827 1.156  0.017
N 0.042 0.028 0.791  0.023
C -0.682 -0.379 1.874  0.038
H 1.990 1.588 2.998  0.000
H 1.795 1.218 0.379  0.005
H -1.585 -0.990 1.815  0.001

Forces on atoms 1 to 6 (eV/Å):
Cr 0.67 0.81 1.79
O 1.03 -5.40 -0.20
C -1.82 8.73 0.02
C 8.47 -3.49 -0.12
O -5.16 1.98 -0.08
C -7.87 -6.62 -0.05

***

[5]
Molecular formula: C7H41NO12
Method: DFT, wB97M-V/def2-TZVPD

Values from the calculation:
- Lowest unoccupied orbital energy: 0.022 eV
- Highest occupied orbital energy: -0.31250 Ha
- Maximum force: 1.99 eV Å⁻¹
- 2S+1: 1
- HOMO-LUMO gap: 8.5 eV
- Energy: -1248.89064 Eh
- Energy relative to the best compared isomer or geometry (same formula, charge and spin): 85.1 kcal/mol

Last column: Mulliken charge in e.
Cartesian coordinates (Å):
C -0.594 1.068 1.894  -0.528
C -1.762 0.343 2.609  -0.431
C -3.078 0.347 1.839  -1.170
C -0.230 0.480 0.531  1.366
N 1.129 -0.060 0.276  0.495
C 2.079 0.823 -0.363  -0.384
C 2.543 2.041 0.434  -0.765
C 1.718 -0.696 1.461  -1.054
H -0.992 2.069 1.712  0.292
H 0.242 1.229 2.547  0.286
H -1.443 -0.700 2.670  0.143
H -1.900 0.762 3.602  0.361
H -2.939 0.199 0.779  0.143
H -3.673 -0.520 2.149  0.371
H -3.900 1.025 2.100  0.389
H -0.880 -0.340 0.217  -0.252
H -0.365 1.269 -0.216  -0.952
H 2.964 0.288 -0.723  0.508
H 1.651 1.218 -1.293  -0.089
H 2.797 1.908 1.489  0.233
H 3.343 2.584 -0.068  0.424
H 1.705 2.751 0.425  -0.144
H 1.320 -1.708 1.609  0.175
H 2.798 -0.802 1.393  0.521
H 1.417 -0.263 2.414  0.215
H 1.954 -1.165 -3.524  0.390
H 1.047 -2.388 -3.290  0.402
O 1.960 -2.136 -3.262  -0.723
H 3.204 -2.333 -0.793  0.310
H 2.762 -3.061 -2.012  0.453
O 3.090 -3.226 -1.109  -0.769
H -2.526 -2.722 1.225  0.362
H -2.558 -2.028 -0.278  0.222
O -2.895 -2.057 0.610  -0.598
H 0.750 0.838 -3.520  0.316
H 1.291 0.525 -4.828  0.292
O 1.563 0.453 -3.909  -0.665
H 0.720 -2.132 -0.485  0.404
H 1.229 -3.560 -0.408  0.386
O 0.405 -3.056 -0.556  -0.819
H 1.140 1.484 4.626  0.293
H 0.021 1.165 5.555  0.263
O 0.181 1.407 4.635  -0.604
H -1.697 0.778 -3.181  0.409
H -3.072 0.197 -2.641  0.264
O -2.249 -0.004 -3.090  -0.636
H -1.291 4.055 3.870  0.303
H -0.072 3.280 4.383  0.341
O -0.351 3.888 3.708  -0.634
H -1.405 -1.718 -3.345  0.340
H -0.516 -2.694 -2.290  0.358
O -0.841 -2.494 -3.185  -0.770
H -0.459 -3.197 1.038  0.488
H -1.080 -4.321 1.975  0.275
O -0.963 -3.374 1.857  -0.679
H -1.111 2.920 -3.426  0.224
H -0.909 2.665 -1.841  0.213
O -0.804 2.319 -2.750  -0.546
H 0.532 4.057 -0.255  0.310
H -0.670 4.893 0.028  0.311
O -0.408 4.106 -0.489  -0.634

Forces on atoms 1 to 6 (eV/Å):
C -1.53 0.68 -0.30
C 0.62 -0.13 -0.59
C -1.37 -0.76 0.87
C 0.40 -0.11 -0.99
N 0.74 -0.48 0.89
C 0.39 0.67 -0.50

***

[6]
Molecular formula: C7H43Cl4NO23S
Method: DFT, wB97M-V/def2-TZVPD

Values from the calculation:
- Lowest unoccupied orbital energy: -0.736 eV
- Highest occupied orbital energy: -0.35155 Ha
- Maximum force: 6.17 eV Å⁻¹
- 2S+1: 1
- HOMO-LUMO gap: 8.8 eV
- Energy: -4316.49967 Eh

Last column: Mulliken charge in e.
Cartesian coordinates (Å):
O -2.737 0.614 0.857  -0.515
O -0.241 -2.006 -1.743  -0.599
O 0.659 -2.587 0.363  -0.597
Cl 2.767 2.574 2.531  -0.189
Cl 3.929 0.189 0.340  -0.006
Cl 0.375 -0.448 2.495  0.072
Cl -0.203 3.630 1.185  -0.124
C -1.655 0.049 0.907  -0.121
C 1.840 1.709 1.336  -0.193
C 2.266 0.645 0.486  0.090
N -1.491 -1.085 0.215  0.379
C -0.417 0.658 1.340  -0.184
C 0.392 2.050 1.168  0.389
C 0.055 1.188 -0.027  -0.527
C 1.059 0.144 -0.403  0.081
S 0.106 -1.456 -0.415  1.286
H -2.226 -1.413 -0.361  -0.121
H -0.707 1.725 -0.744  0.264
H 1.286 0.278 -1.433  0.722
O -5.412 2.017 2.174  -0.766
H -4.555 1.599 2.512  0.318
H -5.168 2.817 1.603  0.426
O -2.844 5.304 2.118  -0.656
H -2.871 4.523 2.760  0.347
H -3.603 5.931 2.352  0.295
O -3.873 0.022 3.741  -0.606
H -3.863 -0.108 4.744  0.259
H -4.485 -0.677 3.339  0.327
O 5.852 -1.346 2.375  -0.605
H 6.425 -0.539 2.165  0.314
H 6.253 -2.148 1.907  0.308
O 5.404 3.179 -0.091  -0.652
H 5.825 3.500 -0.953  0.325
H 4.976 3.974 0.366  0.317
O -1.765 1.259 -2.953  -0.557
H -1.441 1.230 -3.911  0.302
H -2.753 1.043 -2.947  0.272
O -3.142 -3.620 0.072  -0.678
H -4.127 -3.435 -0.065  0.279
H -2.757 -3.945 -0.806  0.337
O 3.677 2.485 -2.282  -0.633
H 4.090 2.237 -1.392  0.289
H 3.567 1.638 -2.824  0.419
O 2.621 -2.960 -2.052  -0.602
H 1.893 -3.630 -2.263  0.380
H 2.720 -2.908 -1.046  0.143
O -4.330 3.677 0.297  -0.599
H -4.698 4.189 -0.494  0.260
H -3.446 4.094 0.559  0.336
O -1.170 -3.742 2.043  -0.726
H -0.397 -3.268 1.594  0.363
H -1.981 -3.662 1.443  0.398
O 3.667 -0.036 -3.406  -0.711
H 2.766 -0.478 -3.537  0.415
H 4.338 -0.753 -3.165  0.292
O -5.932 0.136 0.085  -0.692
H -5.704 0.838 0.777  0.440
H -5.066 -0.239 -0.280  0.358
O 1.281 4.830 -1.487  -0.631
H 1.785 5.689 -1.669  0.283
H 1.778 4.072 -1.937  0.350
O 1.450 -1.147 -4.297  -0.721
H 1.926 -1.065 -5.186  0.314
H 1.826 -1.950 -3.810  0.354
O 1.411 -0.383 5.627  -0.604
H 2.038 -0.452 4.836  0.299
H 1.359 0.589 5.903  0.308
O 2.617 -5.337 0.402  -0.630
H 3.073 -4.466 0.642  0.489
H 2.512 -5.880 1.249  0.301
O -1.928 -2.452 -3.661  -0.736
H -2.697 -1.871 -3.352  0.282
H -1.155 -2.316 -3.022  0.565
O 3.569 -2.882 0.686  -0.761
H 4.504 -2.811 0.305  0.243
H 3.620 -2.704 1.681  0.284
O -3.857 -1.462 -1.805  -0.633
H -4.642 -1.993 -1.451  0.243
H -4.219 -0.663 -2.309  0.263

Forces on atoms 1 to 6 (eV/Å):
O 0.14 -0.13 0.67
O 1.26 2.46 1.65
O 0.27 3.01 -0.66
Cl -0.30 -0.75 -0.90
Cl -1.21 0.04 0.13
Cl -0.16 0.03 -0.23